(1)
DFT (ωB97M-V/def2-TZVPD) results for C22H30N4O in the gas phase.

Geometry as XYZ:
```
57
Properties=species:S:1:pos:R:3:forces:R:3
C -0.0025 2.2169 -6.5456 -0.062 -0.240 -0.057
H 0.9333 2.5780 -6.9636 0.083 0.053 -0.036
H -0.8215 2.7693 -6.9998 -0.085 0.120 -0.025
H 0.0024 2.4130 -5.4770 -0.005 0.081 0.087
C -0.1748 0.7193 -6.8120 -0.139 0.260 0.084
N 0.8394 -0.1022 -6.1896 -0.058 -0.078 -0.153
C 0.8801 -0.2521 -4.8224 -0.109 -0.067 0.243
C -0.1925 0.1452 -4.0161 -0.137 0.080 -0.035
C -0.1855 -0.0236 -2.6419 0.115 -0.040 0.043
C 0.9225 -0.6076 -1.9971 -0.061 0.082 -0.472
C 1.9877 -1.0040 -2.8066 -0.303 0.118 0.131
C 1.9809 -0.8346 -4.1710 0.280 -0.110 -0.162
H 2.8480 -1.1561 -4.7228 0.067 0.000 -0.094
H 2.8535 -1.4541 -2.3396 0.081 -0.041 0.042
C 0.9905 -0.7945 -0.5684 0.202 -0.066 0.620
N 0.0278 -0.4251 0.1949 -0.024 0.071 -0.492
N -0.0029 -0.5757 1.5161 -0.119 -0.134 0.513
C -1.1485 -0.0055 2.1858 -0.146 0.075 0.167
H -1.0584 1.0877 2.2883 -0.064 -0.024 -0.022
C -1.2569 -0.6548 3.5643 -0.188 -0.096 -0.287
N -0.1044 -0.3674 4.4108 0.141 0.076 0.045
C 1.0936 -0.0886 3.6350 0.187 -0.028 0.016
H 1.9645 -0.3368 4.2510 0.018 0.090 -0.118
H 1.1665 0.9813 3.3687 0.010 -0.081 0.000
C 1.1320 -0.9087 2.3509 0.191 -0.061 -0.099
H 2.0588 -0.6804 1.8146 -0.049 -0.024 0.075
H 1.1271 -1.9804 2.5912 0.159 0.043 -0.022
C -0.3481 0.6726 5.3949 0.096 -0.067 -0.009
C -1.4192 0.2647 6.3694 -0.030 0.104 0.056
C -1.3963 -1.0075 6.9282 0.006 0.033 0.009
C -2.3688 -1.3939 7.8313 0.023 -0.070 0.038
C -3.3741 -0.5111 8.1912 -0.101 0.019 0.061
C -3.4030 0.7575 7.6400 -0.101 0.028 0.080
C -2.4319 1.1417 6.7309 0.103 -0.011 -0.046
H -2.4615 2.1333 6.3005 0.007 0.080 -0.066
H -4.1853 1.4501 7.9146 -0.065 0.046 0.022
H -4.1332 -0.8119 8.8982 -0.062 -0.027 0.050
H -2.3432 -2.3857 8.2588 0.006 -0.080 0.033
H -0.6116 -1.6888 6.6372 0.078 -0.099 -0.043
H 0.5891 0.8211 5.9441 -0.033 0.091 -0.080
H -0.6139 1.6378 4.9262 0.042 -0.037 0.053
H -1.3231 -1.7410 3.4334 -0.163 0.086 -0.053
H -2.1654 -0.3229 4.0688 0.019 -0.058 -0.062
H -2.0381 -0.2150 1.5876 0.043 0.019 0.074
H 1.9070 -1.2581 -0.1955 -0.115 -0.017 0.130
O -1.2709 0.3932 -1.9530 0.122 -0.043 -0.151
H -1.0930 0.2024 -1.0053 -0.027 0.020 0.022
H -1.0808 0.5926 -4.4277 -0.092 0.074 -0.093
C 1.9285 -0.5519 -7.0234 0.313 0.019 -0.017
C 3.0970 0.4347 -7.1114 -0.191 -0.207 0.006
H 3.9203 -0.0127 -7.6631 0.136 -0.005 -0.068
H 2.7942 1.3438 -7.6242 0.002 0.106 -0.045
H 3.4438 0.7004 -6.1162 0.070 0.048 0.084
H 2.2854 -1.5145 -6.6482 -0.045 0.023 -0.093
H 1.5331 -0.7274 -8.0288 0.006 -0.065 0.126
H -0.1350 0.5400 -7.8893 -0.042 -0.071 0.105
H -1.1628 0.3980 -6.4672 0.014 0.001 -0.115
```
Forces are in eV/Å.

## Properties
2S+1: 1
Energy relative to the best compared isomer or geometry (same formula, charge and spin), kJ/mol: 320.0
F_max, eV/A: 0.7
SMILES string: CCN(CC)c1ccc(/C=N/N2CCN(Cc3ccccc3)CC2)c(O)c1
Charge: 0
Lowest unoccupied orbital energy, eV: 0.790
Electronic energy, eV: -31307.7358


(2)
DFT (ωB97M-V/def2-TZVPD) results for C4H4O in the gas phase.

Geometry as XYZ:
```
9
Properties=species:S:1:pos:R:3:forces:R:3
C 2.0764 0.9092 -0.1334 -2.307 -1.108 0.526
C 0.9698 0.4729 0.1394 2.722 1.082 -0.324
C -0.2698 -0.0953 0.5736 0.106 -1.179 0.786
C -1.2256 -0.5873 -0.4161 -0.347 0.540 -0.354
H 3.0618 1.1967 -0.3855 0.192 0.229 -0.098
H -0.2291 -0.6717 1.5381 -0.027 0.843 -0.847
H -1.0549 -0.4597 -1.4851 0.151 0.067 0.278
H -1.8813 -1.3948 -0.1504 -0.196 -0.284 0.155
O -1.4473 0.6299 0.3195 -0.295 -0.189 -0.122
```
Forces are in eV/Å.

## Properties
2S+1: 1
Energy relative to the best compared isomer or geometry (same formula, charge and spin), kJ/mol: 250.2
F_max, eV/A: 2.9
SMILES string: C#C[C@@H]1CO1
Charge: 0
Lowest unoccupied orbital energy, eV: 1.060
Electronic energy, eV: -6256.7865


(3)
DFT (ωB97M-V/def2-TZVPD) results for C4H8O2 in the gas phase.

Geometry as XYZ:
```
14
Properties=species:S:1:pos:R:3:forces:R:3
C -2.2753 -0.5902 0.3437 -0.018 -0.026 0.024
C -1.0798 0.1711 -0.1887 -0.155 -0.012 -0.193
O -0.1030 0.2245 0.8762 0.192 0.058 0.070
C 1.0780 0.8011 0.6454 -0.397 0.195 -0.119
O 1.2535 1.2394 -0.5562 0.047 -0.166 0.377
C 2.5176 0.0547 -0.2116 0.516 -0.233 -0.292
H -1.9850 -1.6017 0.6438 -0.039 0.136 -0.042
H -2.7017 -0.0841 1.2149 0.063 -0.060 -0.127
H -3.0496 -0.6675 -0.4269 0.122 0.029 0.102
H -0.6341 -0.3221 -1.0585 -0.092 0.051 0.109
H -1.3454 1.1908 -0.4858 0.038 -0.144 0.036
H 3.3444 0.5826 0.2470 -0.167 -0.037 -0.062
H 2.6352 -0.0770 -1.2912 -0.034 0.032 0.146
H 2.3452 -0.9216 0.2480 -0.075 0.176 -0.031
```
Forces are in eV/Å.

## Properties
2S+1: 1
Energy relative to the best compared isomer or geometry (same formula, charge and spin), kJ/mol: 474.5
F_max, eV/A: 0.6
Charge: 0
Lowest unoccupied orbital energy, eV: 0.718
Electronic energy, eV: -8368.3637


(4)
DFT (ωB97M-V/def2-TZVPD) results for an isolated ion of composition C3HN2O3 and charge -1.

Geometry as XYZ:
```
9
Properties=species:S:1:pos:R:3:forces:R:3
C 1.6955 0.1285 0.1693 1.896 0.044 -1.086
C -0.4039 0.0232 0.1846 -0.047 2.717 -2.999
C -1.8270 -0.5041 0.1109 -0.881 0.934 -1.263
N 0.5882 -0.5788 0.5735 2.486 -0.549 1.524
N 1.5444 1.1319 -0.6224 -1.895 -0.197 0.482
O -2.2089 -0.5240 -1.0776 -0.178 -0.319 0.633
O -2.3271 -0.8136 1.1884 -0.146 -0.234 0.216
O 0.2060 1.2603 -0.7912 -1.407 -1.651 1.676
H 2.7327 -0.1234 0.2645 0.172 -0.744 0.817
```
Forces are in eV/Å.

## Properties
2S+1: 1
Energy relative to the best compared isomer or geometry (same formula, charge and spin), kJ/mol: 260.2
F_max, eV/A: 4.0
SMILES string: O=C([O-])c1ncno1
Charge: -1
Lowest unoccupied orbital energy, eV: 4.034
Electronic energy, eV: -12249.3322


(5)
DFT (ωB97M-V/def2-TZVPD) results for C3H3FN2S in the gas phase.

Geometry as XYZ:
```
10
Properties=species:S:1:pos:R:3:forces:R:3
C 0.0015 -0.2681 -0.1274 -0.818 -1.158 -0.328
C -0.8837 0.7677 -0.1096 2.393 1.614 1.094
C 1.4496 -0.1959 -0.0793 0.716 2.205 1.369
N -2.1559 0.4439 -0.0769 -0.840 1.052 0.283
N -2.3013 -0.7918 0.0169 -2.951 -2.257 0.068
F -0.5101 2.0785 0.2044 -0.553 -1.952 -1.214
S -0.9532 -1.7256 0.0574 1.142 2.241 -0.733
H 1.9638 -1.1301 -0.2072 0.278 -0.150 -0.385
H 1.8332 0.6927 -0.6596 -0.201 -1.320 0.269
H 1.5560 0.1287 0.9813 0.835 -0.275 -0.424
```
Forces are in eV/Å.

## Properties
2S+1: 1
Energy relative to the best compared isomer or geometry (same formula, charge and spin), kJ/mol: 171.0
F_max, eV/A: 3.7
SMILES string: Cc1snnc1F
Charge: 0
Lowest unoccupied orbital energy, eV: 0.258
Electronic energy, eV: -19690.6642


(6)
DFT (ωB97M-V/def2-TZVPD) results for a 7-piece molecular cluster, C18H47B3N6O12P2 overall.

Geometry as XYZ:
```
88
Properties=species:S:1:pos:R:3:forces:R:3
O 5.8887 1.6227 -1.2310 -0.005 0.184 -0.007
P 4.8012 2.5788 -1.4511 -0.072 -0.038 0.042
O 4.3010 3.3526 -0.1456 -0.021 0.081 -0.178
O 5.1887 3.8383 -2.3556 0.191 -0.172 0.025
P 3.1225 1.4766 -2.3754 0.103 -0.455 0.217
B 1.5231 2.1723 -1.5246 -0.277 -0.380 0.543
O 0.3156 1.6024 -1.8975 0.291 0.278 -1.206
B -0.6175 2.5365 -2.3202 -0.191 -0.023 0.775
O -0.6604 3.7395 -1.6290 0.542 0.258 -0.795
B 0.5066 4.1883 -1.0389 -0.359 -0.330 0.454
O 1.4408 3.2376 -0.6453 0.491 0.403 -0.615
H 3.7524 2.8322 0.4478 0.011 -0.107 0.130
H 4.5771 4.0219 -3.0710 -0.116 0.077 -0.054
H 2.9877 2.2495 -3.5553 -0.089 0.174 0.082
H -1.3158 2.3492 -3.2583 -0.164 -0.122 0.160
H 0.7352 5.3461 -0.9327 -0.122 -0.014 0.253
C 0.6955 -0.0415 0.7261 0.018 0.232 0.209
O 1.6986 -0.4805 0.1908 0.031 0.113 -0.047
N -0.0522 -0.7004 1.6266 0.139 -0.127 -0.032
C -1.2353 -0.1226 2.2283 -0.012 -0.096 -0.034
C 0.3466 -2.0499 1.9914 -0.039 -0.030 -0.035
H 0.3312 0.9797 0.5302 -0.146 -0.049 0.047
H -1.1335 -0.0668 3.3135 -0.004 0.016 0.000
H -2.1143 -0.7262 1.9940 -0.057 0.073 0.030
H -1.3865 0.8835 1.8405 -0.009 -0.005 -0.005
H 1.3525 -2.0582 2.4114 0.000 0.019 0.003
H 0.3467 -2.6982 1.1144 0.002 -0.017 0.012
H -0.3555 -2.4358 2.7283 0.002 0.004 -0.003
C -4.9483 5.7027 -0.9867 -0.008 -0.019 0.006
O -4.4788 5.7914 -2.1057 -0.007 -0.003 0.009
N -4.6253 4.7472 -0.0947 0.020 0.046 -0.039
C -5.2296 4.6833 1.2203 0.081 -0.026 0.006
C -3.6428 3.7533 -0.4882 -0.135 0.026 0.030
H -5.6977 6.4149 -0.5993 0.004 0.001 0.002
H -4.4721 4.7849 2.0018 0.011 0.017 -0.011
H -5.7682 3.7482 1.3643 -0.019 0.012 -0.004
H -5.9489 5.4925 1.3228 -0.016 -0.023 0.028
H -2.6942 4.2204 -0.7445 -0.083 0.024 0.043
H -3.9879 3.2058 -1.3678 0.014 -0.026 0.008
H -3.5054 3.0574 0.3379 0.015 -0.006 -0.009
C 6.8447 -3.8402 -0.5532 -0.046 -0.047 0.001
O 6.2679 -4.9207 -0.5495 -0.001 -0.005 -0.021
N 6.2420 -2.6710 -0.2717 0.004 -0.041 0.037
C 6.9574 -1.4102 -0.2995 -0.024 0.002 -0.018
C 4.8308 -2.6737 0.0635 -0.024 0.034 -0.022
H 7.9103 -3.7503 -0.8039 -0.040 0.037 0.040
H 6.9422 -0.9305 0.6822 0.020 -0.016 0.009
H 6.5098 -0.7178 -1.0120 0.029 0.013 -0.003
H 7.9932 -1.5933 -0.5816 -0.007 -0.004 -0.006
H 4.6431 -3.2826 0.9496 0.016 0.002 0.011
H 4.2365 -3.0881 -0.7519 0.008 0.010 -0.008
H 4.5095 -1.6510 0.2499 -0.025 -0.017 -0.009
C -4.0896 -2.9483 2.8486 0.051 0.001 -0.028
O -4.7517 -2.0599 3.3463 0.032 0.006 -0.010
N -3.4812 -3.9289 3.5485 -0.030 0.047 0.015
C -2.6900 -4.9603 2.9140 0.013 0.024 0.082
C -3.6383 -3.9371 4.9927 0.011 -0.018 0.011
H -3.9186 -3.0246 1.7603 -0.011 -0.020 -0.001
H -3.0999 -5.9509 3.1207 -0.014 -0.002 -0.041
H -1.6605 -4.9347 3.2791 0.016 -0.016 -0.046
H -2.6819 -4.8020 1.8368 0.000 -0.011 0.001
H -4.6899 -4.0199 5.2676 -0.003 -0.007 -0.012
H -3.2540 -3.0152 5.4303 0.009 0.001 -0.010
H -3.0912 -4.7849 5.3992 -0.007 0.008 0.012
C -9.3926 4.3932 1.6571 0.003 -0.016 -0.070
O -8.2325 4.0271 1.6360 -0.065 0.027 0.034
N -9.9919 5.0569 0.6482 0.036 -0.012 0.016
C -11.3759 5.4698 0.7117 -0.022 0.000 0.017
C -9.2089 5.3571 -0.5378 -0.009 0.011 -0.019
H -10.0600 4.2065 2.5144 0.001 0.005 0.002
H -11.9611 5.0124 -0.0887 0.008 -0.014 0.002
H -11.4684 6.5548 0.6297 0.013 0.002 0.009
H -11.7984 5.1600 1.6663 -0.012 0.008 -0.008
H -8.8336 4.4430 -0.9985 -0.008 -0.007 0.007
H -8.3493 5.9803 -0.2882 -0.010 0.008 0.009
H -9.8387 5.8871 -1.2487 0.013 -0.005 -0.008
C 9.4554 -4.9301 -3.1615 -0.206 -0.151 0.070
O 9.5577 -4.4536 -2.0461 0.210 0.167 -0.080
N 9.0308 -6.1866 -3.3928 0.040 0.046 0.041
C 8.9167 -6.7320 -4.7242 -0.012 0.017 -0.031
C 8.6523 -6.9960 -2.2427 -0.057 -0.009 0.005
H 9.6797 -4.3623 -4.0795 0.069 -0.018 0.000
H 7.8856 -7.0148 -4.9478 -0.005 0.011 0.009
H 9.5494 -7.6141 -4.8460 0.012 0.007 0.010
H 9.2317 -5.9810 -5.4477 -0.004 -0.014 -0.010
H 7.8474 -6.5164 -1.6818 -0.009 0.001 -0.018
H 9.5004 -7.1248 -1.5695 0.020 -0.013 -0.021
H 8.3225 -7.9699 -2.5992 0.000 -0.001 0.013
```
Forces are in eV/Å.

## Properties
2S+1: 1
F_max, eV/A: 1.3
SMILES string: O=P(O)(O)PB1OBOBO1.CN(C)C=O.CN(C)C=O.CN(C)C=O.CN(C)C=O.CN(C)C=O.CN(C)C=O
Charge: 0
Lowest unoccupied orbital energy, eV: 0.147
Electronic energy, eV: -73554.3820


(7)
DFT (ωB97M-V/def2-TZVPD) results for C2H4ClF in the gas phase.

Geometry as XYZ:
```
8
Properties=species:S:1:pos:R:3:forces:R:3
C -0.6612 0.1815 0.4582 2.418 -0.016 -1.553
C 0.6642 -0.0536 -0.2507 1.163 -2.007 -0.352
H -0.7691 0.9213 -0.3408 -1.119 1.775 1.544
H -0.3463 0.3604 1.5216 -1.541 0.277 -0.918
H 0.5623 -0.3594 -1.2805 -0.539 0.066 -0.387
H 1.1154 1.0065 -0.3259 0.580 -2.022 1.006
F 1.4702 -1.2388 0.2158 -0.952 2.761 -0.096
Cl -2.0354 -0.8180 0.0022 -0.010 -0.834 0.756
```
Forces are in eV/Å.

## Properties
2S+1: 1
Energy relative to the best compared isomer or geometry (same formula, charge and spin), kJ/mol: 180.2
F_max, eV/A: 2.9
SMILES string: FCCCl
Charge: 0
Lowest unoccupied orbital energy, eV: 0.870
Electronic energy, eV: -17377.0523


(8)
DFT (ωB97M-V/def2-TZVPD) results for a 2-piece molecular cluster, C4H12 overall.

Geometry as XYZ:
```
16
Properties=species:S:1:pos:R:3:forces:R:3
C -0.5722 -1.6800 -1.2291 0.048 -0.624 0.509
C -0.5781 -2.6482 -0.0311 -0.215 0.615 0.176
H 0.3695 -1.1638 -1.4085 -0.036 0.030 0.069
H -0.8100 -2.3175 -2.0808 0.117 0.366 -0.331
H -1.3829 -0.9672 -1.0972 0.056 0.201 -0.170
H 0.2923 -3.3016 0.0168 -0.266 -0.348 -0.419
H -0.6014 -2.1915 0.9617 -0.044 0.430 -0.186
H -1.5382 -3.1543 -0.1458 0.346 -0.657 0.348
C 0.5405 1.5907 0.9983 -0.331 -1.799 1.183
C 0.6963 2.8404 0.1634 -0.770 0.235 1.358
H 1.3009 1.4292 1.7713 0.383 0.282 -0.422
H -0.3504 1.4058 1.6115 -0.448 1.016 -0.293
H 0.5006 0.6620 0.4127 0.529 0.313 -0.320
H -0.0780 2.8246 -0.6016 0.726 0.034 -0.711
H 1.7528 2.9231 -0.0720 -0.195 0.079 -1.001
H 0.4583 3.7484 0.7304 0.101 -0.174 0.209
```
Forces are in eV/Å.

## Properties
2S+1: 1
Energy relative to the best compared isomer or geometry (same formula, charge and spin), kJ/mol: 47.1
F_max, eV/A: 2.2
SMILES string: CC.CC
Charge: 0
Lowest unoccupied orbital energy, eV: 1.112
Electronic energy, eV: -4342.0404


Quick rundown of highest occupied orbital energy, same order as above: -6.8 -10.0 -8.4 -5.1 -9.9 -8.4 -10.8 -11.4 eV
Quick rundown of HOMO-LUMO gap, same order as above: 7.5595 11.0533 9.1013 9.1105 10.1284 8.5484 11.6771 12.5567 eV